This record from the Open Molecules 2025 dataset describes a cluster of 12 separate species, C5H33NO12 in total. The level of theory is wB97M-V/def2-TZVPD.

Calculated values
LUMO: -0.0968 eV
relative energy (zero: lowest compared OMol25 entry of this formula, charge and spin): 174.39 kcal/mol
frontier orbital gap: 8.5 eV

The geometry in XYZ format:
```
51
Properties=species:S:1:pos:R:3:forces:R:3:mulliken_charge:R:1
C -4.550 -0.573 0.283 3.6401 0.1757 -3.2706 -1.05
C -3.516 -0.881 -0.549 -0.1308 -3.0670 1.2122 0.10
C -2.543 -0.082 -1.273 1.2380 3.3718 -1.7760 -0.16
C -1.705 0.839 -0.087 -1.7530 -3.2235 -0.8092 -1.11
N -1.055 0.053 0.994 -2.2730 2.5146 1.2082 -0.02
C -0.003 -0.892 0.664 -2.1381 -0.5732 4.7172 0.83
O -0.935 -2.057 0.511 2.8928 -1.5993 0.0335 -0.62
H -5.166 -1.262 0.672 -1.6752 -2.8352 1.4938 0.33
H -4.916 0.380 0.413 -0.4017 2.3573 0.0829 0.32
H -3.077 -1.947 -0.668 -1.8613 1.2121 0.7182 0.08
H -3.122 0.652 -2.010 1.3420 -0.9409 1.6766 0.41
H -1.872 -0.671 -2.002 -1.0765 0.7218 1.5834 0.12
H -2.603 1.370 0.253 0.9097 0.3306 0.5563 0.31
H -0.932 1.419 -0.454 1.0061 1.6245 -1.4386 0.61
H -1.920 -0.259 1.621 3.1761 -0.2872 -1.6247 0.27
H 0.732 -0.608 -0.086 -0.9732 -0.3667 -0.4974 -0.29
H 0.755 -1.034 1.667 -2.1998 -0.0026 -2.5284 0.00
H -0.807 -2.621 1.309 0.0697 0.5774 -0.9498 0.29
O 3.753 1.019 2.792 -2.9301 0.4775 -3.4301 -0.63
H 4.473 1.291 2.241 1.8192 0.2144 0.2160 0.30
H 3.107 1.174 1.951 0.9925 -0.7183 3.0754 0.35
O 2.047 2.513 -3.387 3.0568 -1.2891 2.3120 -0.64
H 1.373 2.787 -3.904 -3.2751 2.7897 -2.8822 0.30
H 1.659 1.639 -3.348 0.3569 -1.2961 0.7196 0.35
O -0.057 3.666 0.357 -1.1759 -0.5649 -0.6450 -0.62
H 0.351 4.351 0.848 0.7765 1.2028 0.6287 0.30
H -0.470 3.138 1.048 -0.0714 -0.1229 0.0026 0.31
O 1.016 1.802 2.082 -2.1574 -1.3148 -1.2324 -0.69
H 0.345 1.136 2.350 -0.1006 0.1626 -0.9470 0.33
H 1.350 1.935 2.916 1.9208 1.0891 3.1090 0.32
O -2.683 -2.339 2.623 0.3538 0.7259 0.7810 -0.55
H -3.404 -2.496 3.237 -0.1110 -0.1936 -0.0301 0.27
H -2.694 -3.030 1.976 -0.4117 -0.5278 -0.5503 0.29
O 0.099 0.615 -3.407 0.1226 -0.6377 0.2194 -0.68
H -0.060 0.363 -2.481 -0.1939 0.0899 -0.4635 0.25
H 0.288 -0.249 -3.814 -0.2028 0.3115 0.1782 0.35
O -0.238 -2.160 -2.146 0.8732 1.2085 -4.9480 -0.64
H -0.543 -2.271 -1.310 -0.9160 -1.0582 4.0162 0.26
H 0.629 -2.550 -2.348 -0.0329 -0.1932 0.6564 0.39
O 2.396 -0.659 -1.593 -0.1510 -1.5851 -0.5643 -0.47
H 3.200 -0.206 -1.444 1.1963 1.0774 0.3909 0.30
H 1.715 -0.033 -1.409 -0.3957 1.1524 0.1680 -0.21
O 1.857 1.870 -0.262 0.5262 -1.4917 0.1034 -0.53
H 1.912 2.466 -1.007 -0.5717 0.5639 -0.0649 0.30
H 1.188 2.076 0.430 0.8405 0.5886 -1.1113 0.32
O 2.265 -3.215 -2.219 1.9315 1.0783 -0.9266 -0.72
H 2.950 -2.465 -2.403 -2.1472 -1.9210 0.7986 0.36
H 2.203 -3.289 -1.261 0.2582 0.2229 -0.0175 0.33
O 0.844 0.073 4.341 2.7053 -0.9961 -1.5100 -0.65
H 0.153 -0.563 4.419 -1.0988 -0.7023 0.2671 0.31
H 1.574 -0.483 3.872 -1.5788 1.6674 1.2932 0.33
```
Forces are in eV/Å.

---

This record from the Open Molecules 2025 dataset describes a cluster of 12 separate species, C5H33NO12S in total. The level of theory is wB97M-V/def2-TZVPD.

Calculated values
LUMO: 0.1943 eV
relative energy (zero: lowest compared OMol25 entry of this formula, charge and spin): 108.51 kcal/mol
frontier orbital gap: 9.5 eV

The geometry in XYZ format:
```
52
Properties=species:S:1:pos:R:3:forces:R:3:mulliken_charge:R:1
C -1.326 1.311 0.929 0.5948 1.4078 3.4536 -1.44
N 0.015 0.759 1.324 0.4781 -1.9952 -3.9196 -0.25
C 0.234 -0.427 0.290 1.3137 5.3499 -1.6210 0.28
C -0.274 -1.690 0.709 -1.8606 -2.2283 2.4926 0.22
O -0.448 -2.721 0.077 0.1836 0.6309 -0.4264 -0.64
C 1.763 -0.585 -0.051 0.2301 -0.1938 -0.2468 1.12
C 1.996 -1.214 -1.447 -0.7738 1.4087 0.1156 -1.08
S 1.554 -0.227 -2.927 0.2975 0.3431 0.3876 -0.20
H -1.114 2.353 0.561 -0.8126 -1.1251 0.4489 0.24
H -1.884 0.735 0.188 0.0322 0.0001 0.2798 0.63
H -1.880 1.323 1.948 0.2482 0.6487 -2.0894 0.50
H 0.079 0.369 2.231 -0.6844 -0.1621 1.1413 0.44
H -0.290 0.139 -0.591 1.1888 -2.2033 0.8480 0.11
H -0.540 -1.681 1.835 0.5981 -0.4428 -1.5765 0.40
H 2.232 -1.420 0.609 -0.3789 2.1382 -0.5618 0.47
H 2.185 0.510 0.018 -0.5039 -2.8953 0.2125 -1.67
H 1.497 -2.139 -1.551 -0.8503 -0.9355 0.1113 0.42
H 3.002 -1.462 -1.598 1.6917 -0.1201 0.1600 0.56
H 0.610 -1.050 -3.343 -0.4103 -0.2219 -0.2189 0.09
O 1.404 -4.004 2.300 -1.8403 -1.2889 -1.0380 -0.66
H 0.590 -4.472 1.867 2.4575 1.3542 0.9890 0.31
H 2.191 -4.225 1.779 -0.5504 -0.1563 0.0039 0.32
O -1.618 -0.811 3.069 1.7063 -1.7588 1.0986 -0.57
H -1.793 -0.553 3.953 -0.3493 0.3013 1.3249 0.29
H -2.199 -0.341 2.538 -2.0989 1.3720 -1.6136 0.21
O -1.425 2.712 -1.676 -0.7722 3.3404 -0.6701 -0.68
H -1.154 1.839 -1.605 1.2036 -2.3914 -0.1395 0.25
H -0.704 3.327 -1.942 -0.1094 -0.9422 0.1775 0.32
O 2.707 2.623 -0.183 1.5278 2.5631 -2.4784 -0.76
H 2.359 2.279 0.586 -1.4303 -1.5744 2.3133 0.30
H 2.871 1.987 -0.872 -0.0610 -0.6647 0.1345 0.42
O -1.897 -0.145 -2.549 0.9583 1.2577 -1.2466 -0.57
H -1.325 0.228 -3.281 -1.0847 -0.5114 1.2890 0.28
H -1.824 -1.098 -2.686 -0.0016 -0.3638 0.0637 0.33
O 1.024 3.926 -2.053 2.0070 0.0833 -1.2538 -0.69
H 1.699 3.977 -2.791 -1.5342 0.0951 0.8522 0.31
H 1.625 3.625 -1.342 -0.5458 0.0222 0.3963 0.41
O 2.074 -1.355 2.995 1.7104 3.6248 0.8776 -0.67
H 1.424 -1.071 2.385 -0.8353 0.0088 -0.6357 0.29
H 2.013 -2.251 3.113 -0.7102 -3.5096 0.2284 0.29
O -3.869 2.261 -0.935 -0.2311 0.4669 -0.1754 -0.66
H -4.493 3.003 -0.921 0.3879 -0.2454 -0.1690 0.28
H -3.047 2.565 -1.411 -0.6649 -0.0968 0.5656 0.40
O -1.358 -2.796 -2.713 2.1258 3.4094 -0.1055 -0.60
H -1.150 -2.970 -1.815 0.3150 -0.5309 1.6195 0.40
H -1.860 -3.440 -3.085 -2.2594 -3.0790 -1.3940 0.25
O 4.918 0.065 1.687 2.3424 -1.8911 -0.5168 -0.62
H 4.581 -0.313 2.480 -0.7921 -0.2325 0.8823 0.30
H 4.422 0.793 1.440 -1.6235 2.1064 -0.4033 0.30
O -4.527 0.566 1.242 -0.6343 -2.2866 -1.9665 -0.66
H -4.741 -0.155 0.519 0.6437 2.2629 2.1918 0.32
H -4.330 1.344 0.693 0.1611 -0.1486 -0.1927 0.37
```
Forces are in eV/Å.

---

This record from the Open Molecules 2025 dataset describes a cluster of 12 separate species, C5H33NO13 in total. The level of theory is wB97M-V/def2-TZVPD.

Calculated values
LUMO: 0.1426 eV
relative energy (zero: lowest compared OMol25 entry of this formula, charge and spin): 108.17 kcal/mol
frontier orbital gap: 10.1 eV

The geometry in XYZ format:
```
52
Properties=species:S:1:pos:R:3:forces:R:3:mulliken_charge:R:1
O 0.580 1.662 0.916 1.3654 0.2020 0.3550 -0.31
C -0.356 2.336 1.215 -2.2336 -0.1088 -0.4886 -0.08
C -1.768 1.719 1.006 2.3333 0.5738 -1.5451 -0.76
N -1.620 0.636 -0.050 -1.8524 0.3094 2.4494 -0.03
C -1.871 -0.654 0.669 0.0374 -0.3393 -1.6248 0.12
C -3.238 -1.172 0.231 -0.2435 1.9027 -1.2269 -1.54
C -3.112 -1.744 -1.197 2.0087 -2.1760 0.0981 -0.14
O -2.598 -3.141 -1.061 -0.6784 0.6422 -0.5450 -0.58
H -0.353 3.415 1.475 0.5588 -0.3928 0.3007 0.36
H -2.332 2.549 0.614 -0.7623 0.2281 0.0486 0.43
H -2.095 1.427 2.015 -0.3338 -0.2749 -0.5910 0.39
H -0.725 0.690 -0.525 0.1496 -0.0262 0.6897 0.03
H -2.001 -0.504 1.741 0.9954 -0.1602 -0.0311 0.35
H -1.085 -1.382 0.335 -0.6688 0.4877 0.9646 0.16
H -3.685 -1.798 0.986 0.0584 -1.1500 -0.1479 0.53
H -3.962 -0.309 0.289 0.7385 -0.4536 -0.4411 0.35
H -4.071 -1.810 -1.736 0.4786 0.2127 0.0171 0.30
H -2.200 -1.378 -1.858 -2.4112 0.4465 1.3632 0.11
H -2.528 -3.377 -0.137 -0.0969 0.0725 0.3162 0.31
O 1.686 -1.204 -1.985 -0.6538 1.2074 0.3263 -0.63
H 1.150 -1.663 -2.626 -0.0945 -0.7066 -0.3888 0.30
H 1.204 -0.340 -1.946 0.7537 -0.6110 0.3285 0.37
O 2.206 -0.558 1.519 1.8851 -1.0933 -0.3285 -0.56
H 1.694 -0.773 0.744 -0.6160 0.3320 -0.0089 0.25
H 1.754 -0.065 2.179 -1.1182 0.5877 0.3523 0.29
O 1.182 1.579 -2.224 -0.4506 -0.8534 -0.7494 -0.77
H 1.793 1.183 -2.851 0.6927 -0.0593 -0.1159 0.37
H 0.384 1.536 -2.784 -0.7755 0.6859 -0.1867 0.35
O -0.245 -3.000 2.089 -1.8190 -0.1479 0.8671 -0.47
H 0.431 -3.367 1.522 0.2189 -0.4316 0.3968 0.28
H -0.610 -3.706 2.687 1.0644 0.8723 -1.1806 0.25
O 2.859 2.450 -0.548 0.3628 -0.0695 0.3868 -0.87
H 2.343 2.257 -1.353 0.1361 0.2317 0.7494 0.53
H 2.371 1.982 0.160 0.2766 0.1714 -0.5476 0.43
O 1.501 4.573 0.596 0.2893 -0.2795 0.1908 -0.69
H 1.941 4.081 -0.116 -0.0398 0.1660 -0.5026 0.41
H 1.895 4.041 1.300 -0.1741 0.4065 0.4504 0.30
O 2.043 -4.265 2.647 2.1964 1.6368 0.2590 -0.66
H 2.754 -3.552 2.799 -1.7059 -1.3383 0.0872 0.34
H 2.276 -4.475 1.742 0.0112 -0.5625 -0.4279 0.32
O -3.134 1.173 -2.510 0.5378 1.1509 -0.4799 -0.72
H -3.827 0.641 -2.861 -0.7820 -0.7580 0.0005 0.32
H -2.909 0.958 -1.599 0.1391 -0.4719 0.8102 0.33
O -0.920 1.445 -3.860 -0.8657 -0.2822 0.2806 -0.73
H -1.207 2.132 -4.483 0.1722 -0.3207 0.4147 0.29
H -1.750 1.195 -3.321 0.8509 0.6090 -0.8878 0.47
O 4.933 -0.836 -0.404 -0.1483 -0.9550 -0.5746 -0.61
H 5.291 -0.096 0.066 -0.0076 0.7441 0.3147 0.30
H 4.107 -0.556 -0.815 0.1215 0.1661 0.2224 0.30
O -0.291 -0.400 3.641 0.0340 -0.0765 -0.5969 -0.60
H -0.272 -0.679 2.708 -0.0106 0.0949 0.3116 0.21
H -0.135 -1.250 4.062 0.0756 -0.0411 0.2658 0.32
```
Forces are in eV/Å.

---

This record from the Open Molecules 2025 dataset describes a cluster of 12 separate species, C5H34N2O11 in total. The level of theory is wB97M-V/def2-TZVPD.

Calculated values
LUMO: 0.2755 eV
relative energy (zero: lowest compared OMol25 entry of this formula, charge and spin): 130.84 kcal/mol
frontier orbital gap: 8.4 eV

The geometry in XYZ format:
```
52
Properties=species:S:1:pos:R:3:forces:R:3:mulliken_charge:R:1
C -3.095 -0.719 -0.631 1.4517 1.1308 -0.0394 -1.43
C -2.083 0.102 -0.236 -1.9311 -0.9269 -1.6324 0.27
C -0.628 -0.448 -0.425 -2.8743 -1.2898 3.4844 0.22
C 0.384 0.321 -1.205 -0.8224 -0.0749 -2.0358 1.48
N 0.527 -0.265 -2.597 1.6228 -0.0858 0.9837 -0.83
N -2.492 1.340 0.411 0.3377 -1.6400 -1.4739 -0.10
C -1.502 1.883 1.227 3.0659 -0.6318 2.8683 -0.55
H -2.867 -1.687 -0.992 0.1912 -0.3756 -0.7884 0.61
H -4.131 -0.490 -0.613 -0.7549 0.5063 0.5413 0.27
H -0.823 -1.486 -0.961 0.6994 2.1074 1.6204 0.36
H -0.490 -0.562 0.785 0.8534 0.1156 -3.3339 -0.39
H 0.003 1.327 -1.411 0.0863 -0.5733 0.7740 -0.82
H 1.355 0.393 -0.782 0.5841 0.0183 0.5596 -0.24
H 1.114 -1.142 -2.613 -1.0162 1.1984 0.2765 0.29
H -0.400 -0.508 -2.849 -0.8571 -0.5203 -0.6581 0.23
H -2.945 1.933 -0.268 0.2182 0.2707 0.2882 0.28
H -0.402 1.742 0.928 -1.6686 0.2313 0.0804 -0.17
H -1.540 1.543 2.319 -0.0361 -0.9560 -1.2840 0.31
H -1.603 2.858 1.575 -0.5413 2.4441 -0.8059 0.48
O 0.148 -0.149 3.387 2.8815 0.1631 -1.4938 -0.62
H 1.039 -0.690 3.384 -2.6134 1.8094 -0.0339 0.30
H 0.385 0.702 2.825 -0.2094 -2.1154 1.4866 0.38
O 1.648 -3.375 -1.930 2.6739 2.7100 -2.0092 -0.60
H 1.976 -2.976 -1.127 0.3222 0.5997 0.2082 0.36
H 1.070 -3.995 -1.663 -3.2319 -3.4683 1.1836 0.27
O 3.047 0.572 1.068 -0.1668 -2.8494 2.0971 -0.71
H 2.707 -0.333 0.804 0.7695 1.4544 0.2923 0.33
H 3.149 1.053 0.278 0.0858 1.0524 -1.7819 0.47
O -2.666 -1.711 2.160 -0.4900 -2.5598 -0.3204 -0.75
H -2.068 -1.383 2.785 1.6401 0.7445 1.7424 0.31
H -3.071 -0.948 1.827 -1.0877 1.8259 -1.1315 0.34
O 0.164 -2.477 1.074 1.6605 -2.0556 -1.7034 -0.58
H -0.411 -3.071 0.526 0.3107 0.6356 0.4705 0.38
H -0.303 -2.370 1.866 -0.9688 0.3268 1.9480 0.13
O -1.216 3.581 -1.499 2.4340 -3.1193 2.6572 -0.54
H -0.901 4.420 -1.614 1.0364 3.5059 -0.6058 0.25
H -2.003 3.473 -1.918 -3.4325 -0.2592 -2.0568 0.24
O 2.639 -1.819 0.009 -1.1532 -1.0743 0.8321 -0.80
H 3.499 -2.249 0.069 -0.0403 -0.0642 0.3043 0.26
H 1.955 -2.299 0.589 0.9711 0.7950 -0.6238 0.41
O 1.522 2.180 2.366 1.7265 -1.0726 2.7177 -0.72
H 1.618 2.624 1.555 0.1521 0.7823 -1.7976 0.25
H 2.468 1.810 2.519 -2.4687 0.5800 -0.6780 0.37
O -2.072 -3.382 -0.081 1.5661 2.8352 -0.0464 -0.64
H -2.439 -2.826 0.637 0.1351 -0.0141 -0.0452 0.36
H -2.471 -4.187 -0.003 -1.6909 -3.5019 0.2814 0.27
O 1.165 2.482 -2.787 -2.4793 0.8873 1.7033 -0.87
H 0.358 2.711 -2.096 2.9575 -0.6382 -2.9093 0.46
H 0.952 1.580 -3.131 0.0550 0.3804 0.3290 0.46
O 3.093 2.232 -0.865 -4.2503 -1.3878 1.4349 -0.56
H 3.918 2.526 -0.947 5.3408 1.9811 -0.5756 0.24
H 2.717 2.157 -1.729 -1.0440 0.1626 -1.3011 0.32
```
Forces are in eV/Å.